{
  "formula": "CH3F3OSi",
  "method": "the ωB97M-V functional and the def2-TZVPD basis",
  "gap_ev": 11.787,
  "homo_energy_ha": -0.4303,
  "energy_ev": -19166.1656,
  "smiles": "O=[Si](F)F.CF",
  "symbols": ["H", "H", "C", "F", "Si", "F", "H", "F", "O"],
  "coordinates": [[0.78547, 0.13723, 1.47725], [-0.62203, 0.92450, 0.56642], [0.23692, 0.27755, 0.57984], [1.29474, 0.84455, -0.30602], [3.60597, -0.27555, -0.04647], [4.50314, 0.32258, -1.16989], [0.14123, -0.66064, 0.06266], [3.66264, 0.90675, 0.96896], [3.01716, -1.60665, 0.09749]],
  "atomic_forces_ev_per_a": [[-0.21, 0.05, 1.13], [-0.06, 0.22, 0.10], [2.29, -0.15, -2.24], [-0.76, 0.19, 0.57], [0.40, 2.86, -0.22], [0.27, -0.17, -0.84], [-0.86, -0.49, 0.30], [-0.03, 0.19, 0.89], [-1.05, -2.70, 0.31]]
}



{
  "formula": "C40H120N15O10P5S5",
  "method": "the ωB97M-V functional and the def2-TZVPD basis",
  "gap_ev": 7.995,
  "homo_energy_ha": -0.2889,
  "energy_ev": -186875.4654,
  "symbols": ["H", "C", "H", "S", "N", "H", "H", "H", "C", "H", "C", "H", "C", "N", "C", "H", "H", "H", "H", "H", "C", "C", "H", "H", "H", "H", "H", "H", "H", "H", "H", "N", "H", "C", "H", "H", "H", "H", "H", "H", "N", "H", "C", "H", "C", "H", "C", "H", "N", "H", "H", "H", "H", "S", "H", "H", "N", "H", "H", "C", "P", "C", "C", "P", "S", "H", "C", "H", "H", "C", "H", "C", "H", "N", "N", "O", "H", "N", "H", "C", "P", "C", "H", "H", "H", "C", "H", "C", "H", "H", "O", "H", "H", "H", "H", "O", "H", "C", "H", "S", "H", "N", "H", "H", "C", "H", "H", "H", "H", "O", "C", "H", "C", "H", "O", "C", "H", "H", "H", "C", "H", "H", "H", "H", "C", "H", "H", "C", "H", "H", "H", "H", "H", "H", "H", "N", "H", "H", "H", "C", "N", "H", "H", "H", "N", "H", "O", "H", "H", "N", "C", "H", "P", "C", "H", "C", "H", "O", "H", "H", "H", "H", "C", "H", "H", "H", "O", "S", "P", "H", "C", "H", "H", "H", "H", "H", "H", "C", "H", "H", "H", "H", "C", "C", "O", "O", "H", "H", "N", "C", "H", "H", "H", "C", "H"],
  "coordinates": [[-4.40988, 5.23711, -0.83815], [1.82266, 6.94715, 1.96398], [5.34362, 5.94082, -0.27782], [-0.25405, 5.12187, -3.09484], [-4.34532, 2.42365, -1.04729], [-4.61330, -2.68681, 1.12653], [0.96625, 1.99607, -1.52059], [5.28033, -5.20314, -1.20179], [4.53047, -2.33259, 1.66369], [2.58597, -3.54601, 6.46057], [0.91257, -7.01910, -2.02882], [-5.53420, 4.05059, -4.62928], [2.85807, -3.54149, -3.68585], [5.01724, 6.40320, 1.72005], [6.36675, 6.51397, 2.25112], [1.92621, 7.53093, 1.04816], [-5.83263, 1.08366, -0.40115], [-1.26908, 3.38768, -4.41944], [-0.18986, 7.45792, -2.60796], [6.10170, -6.69110, -1.78769], [-0.04578, 1.31540, 1.35973], [5.24930, -6.28793, -1.23382], [0.54833, -3.18842, 0.37130], [1.34498, -7.92548, -4.91612], [-2.66172, -5.40824, -1.92743], [-2.44452, 2.70751, -0.28122], [4.67326, 0.98446, 5.64244], [-0.45310, 7.18729, -4.38283], [-5.74900, 6.15866, -1.56870], [4.85354, -8.81080, -1.92625], [-0.84865, 1.54081, 0.65841], [4.04348, 5.28374, 3.89592], [-0.61980, -4.47263, -3.18073], [3.86193, 4.05350, 4.63290], [3.27372, -3.34510, -0.99092], [3.22519, -0.02549, 5.64240], [-7.38225, -2.52906, -1.05042], [2.82033, -4.98752, -0.60050], [6.94296, 5.60653, 2.04635], [1.26644, -6.25408, -5.28047], [5.32025, -2.54896, 2.86680], [-0.51458, -4.35014, -4.92469], [-2.92810, 2.57737, -1.25530], [3.81413, -3.17138, -4.07437], [0.61797, 1.33411, -2.32104], [1.52403, -6.79017, -1.15944], [1.02938, -6.96521, -4.48638], [-5.72514, -4.08044, -3.92363], [2.43508, 5.63796, 1.72955], [2.28194, 3.98352, 0.32796], [3.18825, -8.73263, -2.33113], [-1.71634, -3.32444, -4.08963], [5.61190, 7.58064, 0.13568], [-1.26296, 1.22122, 5.07417], [-0.05548, -7.05126, -4.42942], [-2.68772, 3.43336, -1.88472], [-0.11956, 0.21744, -1.72803], [-7.63267, 4.48652, 0.56397], [-2.34726, 4.70154, -4.19878], [-6.77668, 3.87029, 0.30909], [0.61104, -0.59187, -0.45604], [-5.49686, -2.03790, 1.08787], [-1.29897, 4.47772, -4.41323], [3.97830, 5.14005, 2.19360], [-2.49264, -5.53178, -4.34483], [2.20264, -1.54015, 3.37914], [-4.79135, 5.66062, -1.76645], [-0.01844, 1.94688, -2.95434], [4.18521, 7.33540, 4.17144], [-1.96789, 0.83772, 6.72301], [-1.09511, -3.43524, -0.28827], [-7.23132, -3.42379, -0.45264], [-2.06667, -0.14090, -0.55040], [-0.65959, -1.46857, 0.20100], [3.43004, -2.60469, 4.71988], [5.92352, -1.95196, 5.36426], [-0.45716, 0.86655, 2.26656], [3.08950, -4.55706, -2.67568], [4.37245, -3.61274, 6.22267], [6.23759, -3.67768, 2.85533], [4.90315, -1.82285, 4.31262], [1.70220, 4.78590, 0.78105], [-1.51705, -0.07244, -3.25202], [5.09025, -2.50616, 0.74780], [-0.98486, 4.90008, -5.36552], [-2.04828, -1.03018, 0.07097], [-1.36001, 1.30652, 7.49670], [3.73470, 6.47769, 4.67428], [-1.07145, -1.54863, -2.40508], [0.91010, 1.27316, 6.11618], [-5.01572, -2.23282, -2.13127], [-1.76812, 6.97229, -3.13823], [2.60716, 1.62023, 0.04634], [1.54846, 0.95282, -2.75508], [0.87155, 0.51193, 4.48230], [-2.01915, 0.28201, 4.16679], [6.52979, -3.95088, 3.86810], [-6.40622, -3.23728, -4.05507], [-6.45659, -4.08516, -0.83056], [-6.97803, -3.02555, 1.33920], [-4.10893, 6.39368, -2.19329], [0.99220, 0.54548, 0.68596], [6.33444, 6.76847, 3.30955], [2.43997, -2.67764, -3.16562], [-8.01798, 3.97927, -1.79735], [0.35699, 2.25927, 1.73100], [4.69892, 1.13075, 2.40894], [-6.24690, 5.49949, -4.12505], [3.93488, -1.42398, 1.67074], [-6.54877, -4.29742, 2.03009], [-4.74727, 1.17162, -0.38281], [5.33209, -6.66500, -0.21068], [2.40180, 0.96320, 0.89470], [0.55816, -8.05040, -1.95802], [1.79032, -1.38875, -0.87061], [5.28795, 0.52194, 3.09177], [0.88619, 4.38352, 1.38307], [-3.40428, -1.12617, -4.09454], [1.86386, -3.32291, 3.47543], [-0.67993, -0.60144, -2.79433], [-0.82638, -3.08991, 1.48293], [-8.17490, -3.97163, -0.51706], [1.32088, 5.30864, -0.10195], [-4.51515, 5.52996, -4.45067], [3.92265, -8.30511, -1.64954], [-4.35109, 1.20832, 0.63602], [-6.61915, 3.02167, 0.97429], [2.16076, -2.42197, 4.01683], [-8.93822, 3.65957, -1.30991], [2.64967, 6.62491, 4.67198], [-5.88300, 4.49315, 0.38897], [7.09250, -3.46040, 2.21748], [1.41845, -2.20575, 4.79350], [-5.39579, -1.72829, 0.04262], [-3.94151, -2.68088, -4.90248], [-6.87009, 3.42144, -1.09554], [2.58635, 1.46133, 1.84048], [-2.46599, -0.85014, 1.06496], [3.21130, -4.60627, 5.22737], [-0.70749, 6.87951, -3.37138], [-5.05183, 4.52877, -2.65376], [2.82259, 3.94975, 4.98493], [-8.05332, 3.63463, -2.83271], [6.91219, 7.33217, 1.77785], [1.69655, -6.71316, -3.22643], [3.01622, 0.07788, 0.76083], [-0.90371, 4.82040, -1.78772], [-7.99365, 5.07205, -1.89064], [3.69094, -8.54816, -0.61169], [4.43422, -0.27400, 3.97307], [-0.49839, -2.90206, 0.45809], [-4.32117, 0.28602, -0.86287], [-5.52857, 3.00938, -2.08019], [0.38790, 0.58252, 5.46096], [4.12829, 6.39806, 5.68470], [-1.20201, -4.28355, -4.08215], [-5.30904, -1.23190, 1.79241], [4.35241, 3.75827, 1.81082], [6.04877, 1.06574, 3.66329], [3.23994, 1.36762, 4.59970], [0.04565, -6.35077, -2.04557], [4.19723, 3.17289, 4.09839], [-5.31337, 4.92485, -4.01405], [-2.96916, 1.25545, 6.65448], [-6.53762, -3.20946, -5.13885], [0.09437, -0.95256, -3.48620], [-3.38879, -4.92800, -5.40464], [-5.60345, -1.71170, -3.42641], [3.30515, -6.16421, -3.13416], [3.70261, -3.06070, 1.65509], [3.39961, -3.65459, 5.73718], [-2.68297, -1.79209, -0.39430], [1.61218, -3.90383, -1.31325], [4.42337, 4.05331, 5.57613], [-2.42045, 1.70794, -1.69246], [2.27812, -3.85866, -4.55447], [-4.55276, -1.07860, -5.42554], [3.87569, 0.58703, 5.01136], [0.81000, 6.69552, 2.28648], [5.69197, -4.57045, 2.52771], [3.88370, 6.95896, -0.03278], [0.31779, -0.45155, 5.79758], [2.66878, -4.19056, -1.32546], [-4.20974, -1.67580, -4.57743], [-5.93939, 2.14624, -3.21184], [4.07498, -6.33514, -4.38515], [-3.78242, -4.23813, -2.80834], [2.28513, 7.48543, 2.78570], [4.01588, -6.85198, -1.77510], [-3.33274, -5.22765, -2.76946], [-4.09715, -5.98784, -2.59614], [-1.98710, -0.23503, 6.90110], [5.94400, -0.09299, 2.46793], [4.90133, 6.77064, 0.29296], [-7.32108, -3.48569, -3.52337]],
  "atomic_forces_ev_per_a": [[0.25, 0.48, 0.09], [0.51, -1.09, 0.17], [-0.40, 0.07, -0.41], [-0.38, 0.93, -0.02], [-1.49, 0.05, -0.52], [-0.33, -0.39, 0.48], [-0.23, 0.05, 0.04], [-0.23, 0.01, -0.26], [-1.23, -1.27, 0.59], [0.05, 0.38, 0.06], [0.30, 0.79, -0.45], [0.51, -0.08, 0.04], [1.00, 0.55, 0.19], [-1.58, 0.16, -0.18], [0.04, -0.21, -0.03], [-0.61, 0.29, 0.07], [0.02, -0.06, 0.22], [0.45, 0.02, -0.09], [0.28, -0.01, -0.19], [0.17, 0.27, -0.05], [0.08, 0.25, 0.13], [-0.06, -0.86, 0.18], [-0.05, 0.05, -0.02], [0.00, -0.08, 0.05], [0.30, 0.51, -0.11], [0.01, 0.25, -0.07], [-0.05, 0.29, -0.02], [-0.02, 0.14, 0.05], [0.13, 0.26, 0.20], [0.19, 0.19, 0.10], [-0.15, 0.07, 0.16], [0.81, -0.50, -0.66], [-0.17, 0.06, 0.14], [-0.25, -0.03, 0.99], [-0.31, 0.13, 0.05], [0.09, 0.03, 0.10], [0.42, 0.17, 0.15], [0.05, -0.22, -0.21], [0.11, -0.02, 0.35], [0.08, 0.31, 0.30], [0.59, 1.55, 0.02], [-0.11, 0.06, -0.09], [0.56, 0.17, 0.09], [-0.01, -0.15, -0.15], [0.76, -0.02, 1.57], [-0.17, -0.07, 0.14], [0.67, -0.99, -1.06], [0.26, 0.28, 0.30], [1.70, -0.87, -0.82], [0.34, -0.09, 0.65], [-0.29, 0.23, 0.19], [0.11, 0.07, 0.18], [-0.56, 0.47, -0.17], [-0.92, -0.93, 0.71], [0.00, 0.32, 0.56], [-0.19, 0.02, 0.27], [-0.28, 0.51, -0.46], [-0.17, -0.24, 0.12], [0.08, 0.38, 0.02], [1.32, -0.19, -1.02], [-0.40, -0.20, 0.62], [1.39, -0.27, -0.86], [-0.58, -0.32, 0.28], [0.31, 1.48, 1.77], [-0.50, 0.73, -0.13], [0.02, -0.19, -0.27], [-0.94, -1.03, 0.24], [0.07, -0.28, -0.37], [-0.01, 0.11, 0.16], [0.33, 0.58, -0.50], [-0.03, -0.38, 0.24], [-0.83, -0.43, 0.65], [-0.25, 0.10, 0.23], [0.36, -0.09, -0.96], [0.24, 0.89, 0.50], [0.09, -0.49, 0.11], [-0.14, -0.58, -0.26], [0.76, -1.10, 0.33], [-0.12, -0.43, 0.24], [-0.81, -0.18, 0.26], [-1.51, -1.31, 0.09], [-0.32, 0.17, 0.32], [0.22, 0.03, -0.38], [0.23, 0.42, 0.00], [0.03, -0.10, -0.03], [0.26, -0.22, 0.41], [-0.18, 0.22, 0.02], [-0.16, -0.14, -1.29], [-0.18, 0.24, 0.26], [0.00, -0.09, 0.11], [0.06, 0.64, -0.16], [-0.09, -0.16, -0.30], [0.71, 0.40, 0.39], [-0.23, 0.23, -0.75], [0.24, 0.28, 0.13], [0.97, 0.53, 0.32], [0.36, 0.48, 0.01], [0.56, -0.18, -0.74], [0.33, 0.32, 0.07], [0.38, -0.76, -0.36], [0.21, -0.21, -0.09], [0.42, 0.04, 0.64], [0.08, -0.42, 0.09], [-0.46, -0.07, -0.26], [0.17, -0.21, -0.66], [0.18, 0.13, -0.42], [0.10, 0.42, 0.31], [0.12, 0.31, 0.35], [0.77, 0.47, -0.05], [-0.37, 0.87, -0.57], [0.48, 0.38, 0.10], [0.10, 0.15, 0.09], [-0.92, -0.46, -1.58], [0.13, -0.11, -0.19], [-0.11, 0.10, 0.35], [1.00, -0.64, -0.41], [-0.38, -0.30, -0.66], [-0.03, -0.15, 0.16], [-0.06, 0.06, -0.18], [-0.03, -1.02, 0.64], [-0.19, -0.39, -0.13], [0.01, -0.09, 0.31], [-0.22, 0.46, 0.35], [0.17, -0.11, 0.07], [0.35, 0.08, -0.04], [-0.28, -0.14, 0.12], [-0.38, 0.06, 0.19], [0.61, 0.36, 0.89], [-0.08, 0.13, 0.02], [-0.03, 0.16, 0.54], [-0.11, 0.14, 0.45], [0.15, -0.27, 0.02], [-0.31, -0.17, -0.21], [-0.59, 0.49, 0.14], [0.16, -0.01, 0.12], [0.27, -0.59, 0.28], [-0.23, -0.02, 0.08], [-0.09, 0.28, -0.02], [0.29, -0.25, 0.24], [0.16, -0.55, 0.33], [1.22, -0.11, -0.32], [-0.13, -0.27, -0.36], [0.06, -0.32, 0.13], [-0.27, 0.08, -0.20], [0.37, -0.74, 0.44], [0.21, 0.11, 0.21], [0.16, -0.27, -0.06], [0.03, 0.11, 0.39], [-0.10, -0.25, -0.01], [0.01, 0.72, -1.09], [0.08, 0.84, 0.14], [-0.07, 0.08, -0.22], [-0.76, 1.18, -0.03], [-0.38, -0.56, -1.32], [-0.02, -0.09, 0.03], [0.06, -0.34, -0.34], [-0.51, 0.02, 0.11], [-0.53, 0.48, -0.31], [-0.48, 0.57, 0.11], [0.24, 0.11, -0.24], [-0.18, -0.14, 0.36], [-0.18, 0.18, -0.34], [-0.99, -0.43, -0.62], [-0.06, -0.09, 0.39], [-0.41, 0.35, 0.06], [-0.09, 0.50, -0.38], [0.46, -0.41, 0.64], [0.25, -1.51, 0.59], [-0.44, 1.07, 0.19], [0.18, -0.38, -0.25], [0.27, 0.34, -0.89], [0.16, -0.09, -0.21], [0.13, 0.09, 0.06], [0.28, 0.29, -0.15], [-0.39, -0.21, -0.18], [-0.30, -0.08, 0.22], [0.11, -0.09, -0.12], [-0.35, -1.35, 0.51], [-0.30, 0.67, -0.43], [0.14, 0.01, -0.48], [0.03, 0.19, 0.09], [-0.03, 0.16, 0.46], [0.16, 0.10, -0.22], [-0.72, 0.32, -0.43], [0.18, 0.19, 0.27], [-0.74, 0.18, 0.00], [0.16, 0.14, 0.30], [0.22, -0.06, -0.12], [-1.08, 0.17, -0.60], [-0.05, -0.79, 0.14], [-0.21, 0.09, -0.52], [-0.03, -0.07, -0.35], [-0.45, -0.35, -0.04], [1.48, -1.08, 0.48], [-0.11, 0.48, -0.01]]
}